C39H75F16O13P3 | wB97M-V/def2-TZVPD

```
146
Properties=species:S:1:pos:R:3:forces:R:3
C 3.827 -0.510 -1.068 0.4527 -0.7774 -0.4735
C 2.572 -0.090 -1.835 0.5442 -0.6932 1.5035
C 1.590 -1.267 -1.819 -0.8605 0.7455 -1.3984
C 0.319 -0.749 -2.548 -0.5059 -0.7070 0.2137
P -1.124 -1.923 -2.522 0.8466 0.0857 0.1441
C -2.689 -0.966 -2.701 -0.4957 -0.1931 -1.0224
C -3.095 -0.497 -4.127 0.5835 -0.4148 -0.5308
C -4.503 0.063 -4.194 -0.7349 -0.1317 0.8053
C -4.932 0.604 -5.535 1.4223 0.9391 -0.2936
C -1.003 -2.868 -0.937 -1.3404 -0.2489 -0.9413
C -2.246 -3.766 -0.517 0.3680 1.5759 0.0456
C -1.916 -4.304 0.858 -0.0082 -0.4828 0.2565
C -2.841 -5.383 1.374 -0.1833 -1.0513 -0.7647
C -1.025 -3.181 -3.916 -0.2196 0.5551 -0.3925
C 0.219 -4.062 -4.158 0.0986 -0.2349 0.1102
C -0.040 -5.265 -5.137 -1.7229 1.2975 0.8021
C 0.991 -6.317 -5.204 0.6087 -1.1580 -0.6316
H 4.498 0.296 -0.769 -0.0971 0.0396 -0.0763
H 4.366 -1.198 -1.719 0.4631 0.1471 -0.1955
H 3.644 -1.172 -0.221 -0.4456 0.4444 0.3990
H 2.883 0.181 -2.844 -0.3529 0.1239 -0.0858
H 2.122 0.758 -1.317 -0.2010 0.1155 -0.2140
H 1.353 -1.633 -0.820 0.2107 0.3400 0.0172
H 1.959 -2.086 -2.436 0.3508 -0.2451 0.2378
H 0.573 -0.501 -3.578 -0.1025 -0.1756 -0.1973
H -0.021 0.185 -2.101 -0.2338 -0.0894 0.3053
H -2.723 -0.055 -2.103 0.4440 -0.3988 0.6736
H -3.477 -1.646 -2.379 -0.0560 -0.0083 0.3625
H -2.946 -1.288 -4.862 -0.0955 -0.1290 -0.0613
H -2.463 0.333 -4.443 0.3957 -0.0449 0.0053
H -4.455 0.880 -3.474 -0.6201 0.1428 0.1739
H -5.279 -0.642 -3.895 0.2304 -0.2574 0.5537
H -4.135 1.307 -5.778 0.1872 0.0783 -0.6546
H -5.801 1.261 -5.533 -0.3549 -0.6102 0.1994
H -4.954 -0.161 -6.312 -0.2871 0.0767 0.0172
H -0.661 -2.175 -0.168 -0.3110 0.1570 0.1310
H -0.198 -3.570 -1.152 0.3160 -0.0168 0.0771
H -2.393 -4.546 -1.264 0.1911 -0.2920 0.1294
H -3.199 -3.242 -0.456 0.0780 0.4697 -0.2263
H -1.941 -3.592 1.683 0.3056 0.8497 -0.5942
H -0.884 -4.626 0.716 0.0999 -0.5788 0.7575
H -2.562 -5.704 2.378 -0.0852 -0.0095 -0.0651
H -2.841 -6.245 0.707 0.3670 -0.3580 0.0724
H -3.901 -5.128 1.353 0.0309 0.6339 0.3204
H -1.289 -2.622 -4.814 0.0434 0.0952 -0.1167
H -1.851 -3.879 -3.778 -0.2984 0.0905 0.2936
H 0.498 -4.379 -3.153 0.3490 -0.7067 -0.1248
H 1.090 -3.534 -4.546 -0.1201 0.4401 0.0691
H -0.247 -4.925 -6.151 0.2568 0.5450 -0.0774
H -0.999 -5.725 -4.896 -0.1714 -0.0646 0.5168
H 0.589 -7.156 -5.772 -0.1591 -0.0717 -0.1499
H 1.258 -6.775 -4.251 0.3973 0.4830 0.0822
H 1.822 -5.980 -5.823 0.4996 -0.0531 0.5829
O -0.825 1.672 1.890 0.4926 2.3367 1.9519
C -0.560 0.628 1.174 5.8570 -2.9439 -0.1406
O -1.470 0.281 0.469 -5.0347 -1.8963 -3.6724
O 0.536 0.096 1.157 3.0982 -0.9552 0.7681
H -1.585 1.535 1.320 -4.0764 3.1392 0.5435
C -1.384 9.599 1.061 0.3077 -0.4323 -0.2299
C -0.763 8.175 1.079 0.5852 2.1742 0.9494
O -0.987 7.535 -0.159 -1.1349 -1.3620 -0.5515
P -2.327 6.659 -0.345 0.3557 0.7164 0.8996
O -2.900 6.243 0.962 0.2936 -0.1176 -1.6546
O -3.252 7.698 -1.197 2.2023 -0.5657 1.1962
C -4.408 7.215 -1.760 -2.1047 -1.5106 -1.9512
C -4.593 7.809 -3.173 0.1135 0.6538 0.7167
O -1.901 5.519 -1.416 -0.3215 1.5826 1.1272
C -1.601 4.196 -0.957 -0.5740 -0.9062 -0.4439
C -2.718 3.285 -1.437 0.1591 -0.3795 -0.5855
H -0.985 10.226 1.858 -0.0470 -0.1966 0.2151
H -1.121 10.104 0.131 0.0563 -0.1086 -0.1174
H -2.473 9.593 1.119 0.0041 -0.1790 0.1188
H 0.318 8.274 1.174 0.1050 0.0554 -0.3108
H -1.034 7.656 1.998 -0.6160 -0.5710 -0.5057
H -4.399 6.130 -1.864 0.5633 -0.3440 -0.1946
H -5.295 7.290 -1.131 0.0326 0.9755 0.2519
H -3.686 7.683 -3.763 -0.0407 -0.2976 0.0223
H -5.460 7.438 -3.720 0.0657 -0.3111 0.2004
H -4.731 8.886 -3.088 -0.0295 0.1258 0.0513
H -0.676 3.870 -1.433 0.0669 0.2917 -0.1530
H -1.424 4.099 0.114 -0.3718 0.4827 0.1113
H -2.739 3.229 -2.526 0.4068 0.1389 -0.2728
H -2.493 2.273 -1.102 -0.3552 -0.1133 0.3176
H -3.740 3.599 -1.228 0.1795 0.0186 0.8191
C 6.347 -2.537 1.127 0.2769 -0.8681 0.5499
C 5.219 -3.454 1.628 1.0811 0.9692 0.4005
O 4.627 -4.070 0.489 -2.0791 -1.4669 -0.4276
P 3.327 -5.070 0.674 0.4830 0.5971 -0.2697
O 2.518 -5.342 -0.553 1.0334 0.7705 1.4020
O 3.923 -6.398 1.355 0.8899 2.1119 -0.2541
C 3.102 -7.526 1.502 -1.0444 -0.9010 -0.8764
C 3.247 -8.428 0.258 0.3457 0.6645 0.1353
O 2.579 -4.370 1.899 -0.1330 -1.6907 0.5398
C 1.697 -3.270 1.756 0.8610 1.8874 -0.6917
C 1.024 -2.705 3.019 -0.3091 -0.7305 -0.5054
H 6.060 -1.865 0.318 -0.0382 -0.3846 -0.1445
H 6.755 -1.908 1.918 -0.3095 -0.0337 0.2838
H 7.156 -3.230 0.897 0.1894 0.4053 -0.7739
H 5.645 -4.241 2.251 -0.0051 0.0522 0.1621
H 4.562 -2.847 2.250 -0.6546 -0.3149 -0.3020
H 3.335 -8.021 2.444 0.3649 -0.0273 -0.1516
H 2.075 -7.174 1.600 -0.2631 -0.2072 -0.0304
H 2.943 -7.899 -0.646 -0.8267 0.0649 0.2281
H 4.296 -8.555 -0.009 0.2418 -0.5671 0.6869
H 2.718 -9.372 0.388 0.1452 0.0215 -0.1549
H 2.352 -2.466 1.421 -0.1034 0.2952 -0.4066
H 1.010 -3.465 0.933 -0.1908 -0.1118 0.2598
H 1.388 -3.131 3.955 -0.0220 -0.1689 -0.1459
H 1.149 -1.623 3.052 0.0749 -0.0831 -0.1259
H -0.041 -2.897 2.889 -0.0841 -0.0409 0.5502
C -2.576 2.382 5.205 1.4018 -0.2074 -0.5896
C -2.251 3.566 4.208 0.1209 -1.8820 -0.4584
C -0.709 3.942 4.106 0.0866 -1.0033 -0.3156
F -0.434 4.935 3.219 -0.7541 -0.4944 0.1538
F -0.192 4.335 5.289 -0.5801 0.4422 0.7965
F -2.707 3.203 2.969 0.4113 0.3600 0.2785
F -2.976 4.589 4.597 -0.5660 1.5753 0.6153
O -2.125 1.111 4.628 -1.2965 -1.2995 0.0107
C -3.095 0.028 4.488 1.7658 2.1852 1.1640
C -2.354 -1.287 4.072 0.6730 1.4375 -1.8406
F -1.426 -1.656 4.955 -0.3152 -0.2325 0.9537
F -3.193 -2.318 3.792 -0.0603 0.4525 0.5929
F -3.691 -0.135 5.668 -0.5666 -0.3444 0.6711
F -4.034 0.393 3.619 -0.1155 -0.3939 -0.4447
H -3.597 2.364 5.587 -0.1671 0.1274 -0.7236
H -1.963 2.617 6.075 0.1852 -0.4557 0.1627
H -0.143 3.040 3.872 -0.2370 -0.0279 -0.6710
H -1.801 -1.026 3.169 -0.1501 -0.0857 -0.3998
C 3.277 2.230 1.635 0.8937 0.0721 -1.0146
C 2.663 3.646 1.578 2.2231 -0.2984 0.8421
C 1.651 3.783 0.489 -2.5635 -2.2830 -0.4146
F 0.966 4.884 0.251 0.0659 2.4202 1.0770
F 2.219 3.509 -0.680 1.5541 -0.6775 -1.4443
F 2.192 3.868 2.796 -1.2118 0.7392 1.0181
F 3.644 4.563 1.371 0.3342 0.2759 -0.1714
O 4.343 2.212 2.626 0.0899 -0.2987 0.4849
C 5.327 1.192 2.572 -2.2046 3.2551 0.6819
C 6.122 1.202 3.900 0.8986 2.4155 -0.0950
F 5.378 1.136 5.028 -0.2137 -0.5271 -0.7942
F 7.056 0.246 3.907 -0.0265 -1.0860 -0.1250
F 4.750 0.049 2.447 -0.8630 -2.7781 -0.8434
F 6.083 1.466 1.496 0.8250 -0.6662 0.0500
H 3.695 2.083 0.639 0.1669 -0.3286 -0.0153
H 2.490 1.494 1.798 0.0000 -0.1148 0.3004
H 0.868 3.041 0.640 0.0874 -0.5556 0.4574
H 6.672 2.142 3.929 -0.1324 0.2705 0.0659
```
Forces are in eV/Å.

## Properties
Energy (eV): -139626.7460
HOMO (Eh): -0.31228
Frontier orbital gap (hartree): 0.316
Total charge: 0